Entry 1:
Density functional theory data (ωB97M-V/def2-TZVPD) for 2 unconnected molecules or ions with the total composition C6H19N2.

Maximum force ... 0.9 eV/A
E_LUMO ... -3.2 eV
Kohn-Sham gap ... 9.469 eV
E_HOMO ... -12.68 eV
E ... -349.25758 Eh
Energy relative to the best compared isomer or geometry (same formula, charge and spin) ... 127.31 kJ/mol
Charge ... +1

Last column: Mulliken charge in e.
Geometry (Å):
C  -1.631059  1.590504  1.783413  -1.271
C  -2.300162  0.678406  0.761750  0.259
C  -3.206318  1.406485  -0.205848  -1.292
N  -1.152393  0.017465  -0.003029  -0.139
H  -0.990682  0.994274  2.434803  0.399
H  -1.040435  2.377655  1.314636  0.344
H  -2.369874  2.053543  2.434147  0.402
H  -2.789042  -0.152497  1.268466  0.272
H  -2.619073  2.104639  -0.810331  0.367
H  -3.923638  1.972498  0.380413  0.381
H  -3.713403  0.760285  -0.919538  0.400
H  -0.459136  -0.426392  0.611123  -0.132
H  -1.480915  -0.733856  -0.611745  0.445
H  -0.684536  0.700002  -0.601106  0.436
C  2.800457  -0.307998  -2.210445  -1.365
C  1.753096  -0.561383  -1.142046  0.070
N  2.295563  -1.437555  -0.107905  -0.354
C  1.514067  -1.563345  1.123288  -1.105
H  2.376585  0.383736  -2.938943  0.370
H  3.126567  -1.226234  -2.687569  0.344
H  3.645940  0.203569  -1.748471  0.359
H  0.842556  -1.001604  -1.572953  0.339
H  1.430464  0.430093  -0.764718  0.046
H  3.143786  -0.985581  0.198309  0.271
H  2.026120  -2.241550  1.803418  0.397
H  1.371996  -0.623104  1.684096  0.354
H  0.543274  -2.045024  0.957171  0.404

Atoms 1-6, force components in eV/Å:
-0.141 -0.311 0.195
0.595 0.044 0.217
0.407 -0.013 -0.233
-0.543 -0.283 -0.227
0.134 0.089 0.025
-0.023 0.017 -0.072

Entry 2:
Density functional theory data (ωB97M-V/def2-TZVPD) for a gas-phase ion, C6H19N4O (charge +1).

Maximum force ... 0.3 eV/A
E_LUMO ... -3.1 eV
Kohn-Sham gap ... 10.124 eV
E_HOMO ... -13.21 eV
E ... -533.97130 Eh
SMILES ... CCCCO[NH2+]CC(N)(N)N
Energy relative to the best compared isomer or geometry (same formula, charge and spin) ... 0.00 kJ/mol
Charge ... +1

Last column: Mulliken charge in e.
Geometry (Å):
C  -3.292154  -0.863677  -1.535025  -1.356
C  -2.138935  0.038013  -1.958340  -0.286
C  -0.831013  -0.746458  -2.169914  -0.764
C  0.424374  -0.013605  -1.714704  -0.401
O  1.053905  -0.880587  -0.706254  -0.234
N  2.215092  -0.294806  -0.183939  -0.139
C  2.021683  0.831119  0.788066  -1.371
C  1.026673  0.522633  1.931637  1.095
N  1.304960  1.572377  2.883287  -0.709
N  1.422041  -0.743595  2.517900  -0.700
N  -0.345253  0.626579  1.431515  -0.505
H  -3.167959  -1.210311  -0.505825  0.323
H  -4.245836  -0.339798  -1.597358  0.382
H  -3.362148  -1.748941  -2.170606  0.330
H  -1.976052  0.812342  -1.202389  0.273
H  -2.399695  0.569774  -2.875224  0.405
H  -0.874853  -1.696283  -1.626831  0.352
H  -0.715894  -1.023606  -3.218575  0.398
H  1.157402  0.127784  -2.515105  0.403
H  0.190146  0.937377  -1.236328  0.305
H  2.818210  0.006637  -0.959028  0.413
H  2.689753  -1.071451  0.286573  0.394
H  1.702169  1.708935  0.232684  0.392
H  3.010760  0.986620  1.216630  0.448
H  0.997581  1.329031  3.818118  0.273
H  0.835959  2.431777  2.618854  0.284
H  0.897972  -0.943908  3.364488  0.297
H  1.213296  -1.520235  1.898037  0.266
H  -0.655688  -0.230985  0.988260  0.183
H  -0.976496  0.827248  2.199397  0.248

Atoms 1-6, force components in eV/Å:
-0.083 -0.034 -0.030
0.115 0.046 0.030
-0.015 -0.018 -0.069
0.116 -0.092 0.082
-0.089 0.128 -0.045
0.015 -0.106 -0.016